# 1
Molecular formula: C33H32ClN3O4RbS5
Method: DFT, ωB97M-V/def2-TZVPD

Structure (XYZ):
```
79
Properties=species:S:1:pos:R:3:forces:R:3:lowdin_charge:R:1
Rb -0.840004 -0.246447 0.187224 0.0 0.3 0.0 0.74
Cl -7.706506 1.267175 -4.233216 0.0 0.0 0.0 0.59
S -1.585264 2.850928 1.683444 0.0 0.0 0.0 0.85
S -0.504013 -1.358444 3.400100 0.1 -0.1 0.3 0.49
S 1.711679 1.784426 1.587219 0.0 -0.1 0.1 0.83
S 1.387994 0.493418 -4.176601 0.0 -0.2 0.0 0.57
S 0.132636 2.797746 -1.303651 0.0 0.0 -0.1 0.82
O -2.010350 -0.736200 -2.482708 0.1 0.0 0.0 -0.12
O -3.100996 1.225865 -0.610249 0.0 -0.1 0.1 -0.16
O -1.053517 -0.025363 3.254454 -0.1 0.2 0.0 -0.39
O -1.448443 -2.449589 3.295164 -0.2 -0.2 0.0 -0.32
N 0.423256 -1.818738 -3.304937 -0.2 0.4 -0.2 0.06
N 0.715779 -1.445436 2.437922 0.0 -0.1 -0.2 -0.19
N 2.297281 -1.524430 0.272314 0.0 -0.1 0.0 0.11
C -6.330086 1.185352 -3.152624 0.0 0.0 0.0 -0.69
C 1.437156 -2.594968 2.248261 0.0 0.1 0.1 -0.27
C 1.428665 -3.727479 3.050598 0.0 -0.1 0.0 -0.03
C -4.074140 0.472782 -2.655461 -0.1 0.0 0.1 -0.13
C -5.362085 1.741400 -1.017083 0.0 0.1 0.0 -0.01
C -0.068933 -2.168677 7.346326 0.0 0.0 0.1 -0.09
C 4.144825 -2.455990 -0.941205 0.0 0.0 0.0 -0.07
C 0.421037 -3.124885 -2.975710 0.0 -0.1 0.1 -0.08
C -5.186194 0.552555 -3.525119 0.0 0.0 0.0 -0.09
C 0.125251 -1.435958 5.072835 0.0 0.0 0.0 -0.27
C 1.887058 3.003847 -0.914596 0.0 0.0 0.0 -0.54
C 3.218618 -4.777905 1.800696 0.0 0.0 0.0 -0.08
C -0.576962 4.292180 -0.563451 -0.1 0.0 0.1 -0.52
C 3.248173 -3.659144 0.936280 0.1 0.0 -0.1 -0.17
C -2.993052 -0.335537 -3.113766 0.1 -0.1 0.0 -0.21
C 2.343692 -2.588083 1.123881 0.0 0.1 0.0 -0.16
C 2.591482 -1.989505 -4.189950 0.0 -0.1 0.0 -0.12
C 2.596158 -3.316936 -3.874608 0.1 0.1 -0.1 -0.08
C 3.159789 -1.473149 -0.707964 -0.1 0.1 0.0 -0.15
C -0.563420 -2.138360 6.050533 0.0 0.0 -0.1 -0.06
C 1.470160 -1.158853 -3.895256 0.0 0.0 0.1 -0.82
C -6.421379 1.770397 -1.871060 0.0 0.0 0.0 -0.12
C 4.172062 -3.551568 -0.132307 -0.1 0.0 0.1 -0.03
C -4.091396 1.140161 -1.365494 0.0 -0.1 -0.2 -0.39
C 1.110053 -1.503892 7.659903 0.0 0.0 0.0 -0.10
C 2.253357 3.171035 0.560461 0.0 0.1 -0.1 -0.53
C 1.798560 -0.808952 6.674533 0.0 0.0 -0.1 -0.08
C 0.885615 2.611138 2.970586 -0.1 0.1 0.0 -0.54
C -1.788830 4.024706 0.327896 0.0 0.0 -0.1 -0.54
C 2.308148 -4.800435 2.820810 0.0 0.0 -0.1 -0.09
C -0.238772 3.597713 2.642448 0.1 -0.1 0.0 -0.51
C 1.492362 -3.920501 -3.238359 -0.1 0.0 0.1 -0.07
C 1.306755 -0.775042 5.376443 0.1 0.0 0.1 -0.06
H 3.086740 -0.615500 -1.373594 0.0 0.0 0.0 0.10
H -5.429384 2.197533 -0.036657 0.0 0.0 0.0 0.11
H -7.348172 2.247752 -1.576100 0.0 0.0 0.0 0.10
H 3.443855 -1.524970 -4.663998 0.0 0.0 0.0 0.10
H -0.603525 -2.716289 8.112781 0.0 0.0 0.0 0.10
H -0.438234 -1.266939 -3.122640 0.1 -0.2 0.1 0.09
H 0.736086 -3.796990 3.876979 0.0 0.0 0.0 0.09
H 3.338765 3.275364 0.631478 0.0 0.0 0.0 0.07
H -0.890361 4.962112 -1.367028 0.0 0.0 0.0 0.07
H -2.166478 4.979289 0.703652 0.0 0.0 0.0 0.08
H -2.582747 3.554158 -0.254931 0.0 0.0 0.0 0.05
H 2.294239 3.848035 -1.477238 0.0 0.0 0.0 0.08
H -3.097992 -0.659044 -4.168865 0.0 0.0 0.0 0.12
H 0.469705 1.777234 3.538665 0.0 0.0 0.0 0.04
H 2.261539 -5.653817 3.487553 0.0 0.0 0.0 0.10
H 1.496675 -1.533425 8.671223 0.0 0.0 0.0 0.09
H -0.639702 3.969084 3.587822 0.0 0.0 0.0 0.07
H 1.491299 -4.959932 -2.949273 0.0 0.0 0.0 0.10
H 0.202469 4.814854 -0.009188 0.0 0.0 0.0 0.05
H 1.626860 3.113444 3.597941 0.0 0.0 0.0 0.07
H 4.834375 -2.336666 -1.767357 0.0 0.0 0.0 0.10
H -0.479116 -3.470667 -2.485265 0.0 0.0 0.0 0.13
H -5.123266 0.080553 -4.499859 0.0 0.0 0.0 0.11
H 1.830283 4.094154 0.953954 0.0 0.0 0.0 0.05
H -1.473030 -2.657600 5.779151 0.0 0.0 0.0 0.11
H 3.914065 -5.592354 1.635750 0.0 0.0 0.0 0.10
H 3.470463 -3.913224 -4.107275 0.0 0.0 0.0 0.11
H 1.842547 -0.253744 4.591632 0.0 0.0 0.0 0.11
H 0.147415 4.466760 2.107488 0.0 0.0 0.0 0.06
H 2.723231 -0.298663 6.913361 0.0 0.0 0.0 0.10
H 4.892918 -4.347570 -0.285222 0.0 0.0 0.0 0.11
H 2.348317 2.101109 -1.321601 0.0 0.0 0.0 0.05
```
Positions in Å, forces in eV/Å.

Properties
DFT total energy   -4217.31461 Eh
HOMO-LUMO gap   6.9 eV
Multiplicity   1
HOMO   -4.90 eV
Total charge   -1
ΔE to the lowest compared entry with this formula, charge and spin   6.55 kcal per mole


# 2
Molecular formula: C33H32FIN7O4RhS2
Method: DFT, ωB97M-V/def2-TZVPD

Structure (XYZ):
```
81
Properties=species:S:1:pos:R:3:forces:R:3:lowdin_charge:R:1
I 3.339947 7.668006 -1.570789 0.0 0.0 0.0 0.89
Rh 1.853634 1.710750 -0.990077 0.0 0.1 0.0 0.81
S 1.136933 2.821286 -8.253445 0.0 0.0 0.0 0.68
S 2.365615 0.913467 1.107046 0.1 -0.1 0.2 0.71
F -1.136094 -4.445527 0.526764 0.0 0.0 -0.1 0.06
O -1.505325 3.897181 0.064378 0.1 -0.1 0.0 0.04
O 3.181327 0.290603 -1.655989 0.0 0.0 0.0 -0.28
O 0.540351 3.137531 -0.330518 -0.2 0.1 -0.1 -0.19
O -0.029025 0.149328 -0.981602 -0.1 0.0 0.0 -0.02
N 3.581404 -0.593600 -0.733385 0.0 0.0 0.0 -0.18
N 3.534035 3.423266 -1.036066 0.0 0.0 0.1 0.01
N -2.672749 0.599415 2.099808 0.0 -0.1 0.0 0.00
N 1.425133 2.349606 -2.960810 0.0 0.0 -0.2 -0.03
N -3.557496 -6.866615 3.416556 0.0 0.0 0.0 0.06
N -2.984259 -4.230810 2.581257 0.1 0.0 0.0 -0.10
N 0.598667 5.093808 -7.031788 0.0 0.0 0.0 0.10
C -5.055475 0.441243 2.947693 0.0 0.0 0.0 -0.10
C 3.814119 -1.396448 1.467010 0.0 0.0 0.0 -0.09
C -0.994745 -2.103081 0.254354 0.0 0.0 0.0 0.09
C 4.556597 -2.454715 1.020349 0.0 0.0 0.0 -0.07
C 0.425180 3.180048 -3.263555 0.0 0.0 0.0 -0.08
C -1.983152 -4.979137 3.325899 0.0 -0.1 0.0 -0.15
C 5.765398 4.185519 -0.716848 0.0 0.0 0.0 -0.05
C -2.834624 -1.815776 2.333625 0.0 0.0 0.0 0.08
C 2.255293 1.969985 -3.941824 0.0 0.0 0.0 -0.09
C -1.142371 1.621833 0.531597 0.0 0.0 -0.1 -0.03
C 4.814414 3.180916 -0.772405 0.0 0.0 0.0 -0.12
C 0.236428 3.676485 -4.542431 0.0 0.0 0.0 0.00
C -0.678909 2.991838 0.035706 0.1 -0.1 0.0 -0.60
C 4.809159 -2.584539 -0.352673 0.0 0.0 0.0 -0.06
C -1.384952 -0.825707 0.662955 0.0 0.0 0.0 -0.04
C -2.305282 -0.676899 1.707293 0.0 0.1 0.0 -0.11
C -2.672824 -5.968464 4.243351 0.0 0.0 0.0 -0.08
C 2.125220 2.406297 -5.243423 0.0 0.0 0.0 -0.01
C -4.638141 1.878921 3.034804 0.0 0.0 0.0 -0.08
C 1.101679 3.290816 -5.557413 0.0 0.0 0.0 -0.24
C 4.030745 5.737808 -1.212753 0.0 0.0 0.0 -0.72
C -4.541418 -6.080409 2.586217 0.0 0.0 0.0 -0.08
C 4.308421 -1.637952 -1.196339 0.0 0.0 0.0 -0.02
C -2.449457 -3.071491 1.921661 0.0 0.0 0.0 -0.18
C -3.613953 0.797998 3.175186 0.0 0.0 0.0 -0.27
C -2.072704 1.670603 1.517621 0.0 0.0 0.0 0.04
C -0.772610 0.339424 -0.018248 0.0 0.1 0.0 -0.34
C -3.765086 -5.107480 1.723284 0.0 0.0 0.0 -0.15
C 3.139147 4.675957 -1.240725 0.0 0.0 0.0 -0.20
C 5.367874 5.493382 -0.947143 0.0 0.0 0.0 -0.13
C -1.521051 -3.192072 0.883871 0.0 0.0 0.0 -0.20
C 0.933037 3.796885 -6.952294 0.1 0.0 0.1 -0.85
C 3.296016 -0.428896 0.580687 0.0 0.0 0.1 -0.63
H 0.626237 5.690963 -6.222296 0.0 0.0 0.0 0.11
H 4.946848 -3.181187 1.720201 0.0 0.0 0.0 0.11
H -2.971028 -7.422962 2.789759 0.0 0.0 0.0 0.18
H -3.198560 0.624141 4.161477 0.0 0.0 0.0 0.15
H -4.051578 -7.523061 4.021010 0.0 0.0 0.0 0.18
H -3.550959 -1.732499 3.137288 0.0 0.0 0.0 0.12
H 2.079036 4.824535 -1.408505 0.0 0.0 0.0 0.09
H -3.144274 -5.668067 1.007674 0.0 0.0 0.0 0.13
H -1.279159 -5.510089 2.664776 0.0 0.0 0.0 0.13
H -4.886904 2.440784 3.922768 0.0 0.0 0.0 0.11
H -5.115419 -6.792112 1.996045 0.0 0.0 0.0 0.14
H -4.471012 -4.513143 1.144610 0.0 0.0 0.0 0.15
H 6.797992 3.950378 -0.499483 0.0 0.0 0.0 0.11
H 2.806873 2.067735 -6.010249 0.0 0.0 0.0 0.10
H -1.965471 -6.602416 4.774484 0.0 0.0 0.0 0.14
H 0.488378 5.509237 -7.941718 0.0 0.0 0.0 0.10
H -2.395461 2.638520 1.874213 0.0 0.0 0.0 0.14
H -3.324021 -5.460312 4.952069 0.0 0.0 0.0 0.14
H -5.313804 0.064833 1.967127 0.0 0.0 0.0 0.11
H 6.083006 6.304207 -0.917343 0.0 0.0 0.0 0.10
H -0.599014 4.335490 -4.737150 0.0 0.0 0.0 0.12
H 4.443070 -1.630758 -2.266921 0.0 0.0 0.0 0.14
H -5.605223 0.006447 3.770946 0.0 0.0 0.0 0.10
H -5.192965 -5.561285 3.286364 0.0 0.0 0.0 0.14
H -4.640912 2.451645 2.118252 0.0 0.0 0.0 0.11
H 3.600846 -1.257998 2.517563 0.0 0.0 0.0 0.10
H -0.274753 -2.196523 -0.548051 0.0 0.0 0.0 0.14
H 5.387429 -3.402280 -0.755134 0.0 0.0 0.0 0.11
H 5.076041 2.142875 -0.603587 0.0 0.0 0.0 0.10
H -1.401133 -4.292684 3.939396 0.0 0.0 0.0 0.15
H 3.045853 1.291271 -3.650070 0.0 0.0 0.0 0.10
H -0.224031 3.473732 -2.451945 0.0 0.0 0.0 0.11
```
Positions in Å, forces in eV/Å.

Properties
DFT total energy   -3265.24036 Eh
HOMO-LUMO gap (spin up / spin down)   5.2 / 5.6 eV
Expectation value of S²   0.7534
Multiplicity   2
HOMO (spin up / spin down)   -8.32 / -8.73 eV
Total charge   +1
ΔE to the lowest compared entry with this formula, charge and spin   13.10 kcal per mole


# 3
Molecular formula: C33H32Ge2N3NiS7
Method: DFT, ωB97M-V/def2-TZVPD

Structure (XYZ):
```
78
Properties=species:S:1:pos:R:3:forces:R:3:lowdin_charge:R:1
Ge -0.657258 -2.963271 -1.829640 0.0 0.2 0.1 0.68
Ge -0.944382 -0.606771 -1.125428 -0.6 -0.5 -0.4 0.85
Ni 0.956142 0.384369 -0.043776 0.4 0.2 0.0 -0.12
S 3.536312 0.536665 -4.185649 0.0 -0.1 0.1 0.91
S 4.410540 -1.785799 -2.698495 0.0 0.0 0.0 0.90
S 5.419275 0.744279 1.257627 0.0 0.0 -0.1 0.94
S 2.752438 2.127650 1.386317 0.0 0.0 0.1 0.69
S 2.603395 -1.291613 -0.409324 0.1 -0.1 0.0 0.64
S 1.668196 1.447478 -2.085963 0.0 0.0 -0.1 0.69
S 5.653631 -1.197616 -5.325826 0.0 0.0 0.0 0.56
N 4.854127 2.555820 2.955987 0.0 0.0 -0.1 -0.08
N -0.138322 1.992620 0.683870 -0.1 0.2 0.1 0.00
N 0.320161 -0.402982 1.795257 -0.1 0.2 0.1 0.05
C -1.217623 0.067562 3.599102 0.0 0.1 0.0 -0.13
C -4.644605 -0.764917 1.966257 0.0 0.0 0.0 -0.11
C -0.994229 -1.219826 4.107989 0.0 0.0 0.0 0.00
C 6.698279 1.140670 2.498015 -0.2 -0.1 -0.1 -0.41
C 2.771968 0.312018 -2.629774 0.0 0.1 0.0 -1.11
C -3.977131 -1.925838 1.599462 0.0 0.0 0.0 -0.09
C 0.734365 -3.247120 -3.196899 0.0 0.0 0.0 -0.24
C -2.246743 2.259314 3.715725 0.0 0.1 0.0 -0.02
C -0.288197 3.192668 0.151620 0.0 -0.1 -0.1 -0.14
C 4.591425 -0.840405 -4.142726 0.0 0.1 0.0 -1.51
C -1.496634 -0.270510 -4.014664 0.0 0.0 0.1 -0.13
C -2.088087 1.023315 4.226830 0.0 -0.1 0.1 -0.01
C -1.571409 0.340908 -2.760272 0.1 0.0 0.0 -0.36
C -1.809608 0.417805 -5.181845 0.0 0.0 0.0 -0.09
C -0.753245 1.724326 1.853912 0.0 0.1 0.0 -0.18
C -2.210461 1.744966 -5.121700 0.0 0.0 0.0 -0.10
C -0.129433 -2.058142 3.452895 0.0 -0.1 0.1 -0.02
C 3.178783 -0.826583 -1.919913 0.1 -0.1 0.0 -1.12
C -2.298214 2.373717 -3.886762 0.0 0.0 0.0 -0.10
C -2.303589 -3.795642 -2.533419 0.0 0.0 0.0 -0.25
C -4.275256 0.441540 1.386189 0.1 0.0 0.0 -0.10
C -0.540101 0.424791 2.427967 0.0 -0.1 0.1 -0.15
C -3.242682 0.484808 0.455529 -0.1 -0.1 0.0 -0.13
C -1.067892 4.188065 0.743857 0.0 0.1 0.0 -0.03
C -1.977552 1.678987 -2.726865 0.0 -0.1 0.0 -0.14
C -0.066237 -4.088892 -0.311885 0.0 0.0 0.0 -0.26
C 0.514110 -1.606192 2.297524 0.1 0.0 -0.1 -0.11
C 6.306570 2.506357 3.049820 0.0 -0.1 0.0 -0.23
C -2.547377 -0.668322 0.072289 0.0 -0.1 0.1 -0.33
C -2.943586 -1.871890 0.669792 0.0 0.1 0.0 -0.13
C -1.577124 2.649411 2.506643 0.0 -0.1 0.0 -0.15
C -1.718047 3.914630 1.921029 0.0 0.0 0.0 0.01
C 4.288732 1.885709 1.933675 0.1 -0.1 0.1 -1.13
H 1.721417 -3.212825 -2.734334 0.0 0.0 0.0 -0.02
H -1.151330 5.155171 0.266528 0.0 0.0 0.0 0.11
H -0.102094 -5.141637 -0.608073 0.0 0.1 0.0 0.02
H -1.737240 -0.083050 -6.140723 0.0 0.0 0.0 0.10
H 0.968574 -3.842757 -0.057746 -0.1 0.0 0.0 -0.02
H -2.987259 1.443556 0.014510 0.0 0.0 0.0 0.08
H 0.064186 -3.058562 3.815236 0.0 0.0 0.0 0.11
H 6.621198 2.621343 4.085133 0.0 0.0 0.0 0.12
H -2.336351 4.664116 2.402111 0.0 0.0 0.0 0.12
H -2.451073 2.285110 -6.029758 0.0 0.0 0.0 0.10
H 1.202296 -2.247472 1.759001 0.0 0.0 0.0 0.08
H -2.647126 -3.293662 -3.440153 0.0 0.0 0.1 0.01
H -4.267583 -2.877051 2.032439 0.0 0.0 0.0 0.10
H -2.897727 2.979585 4.198696 0.0 0.0 0.0 0.12
H 6.759570 3.304510 2.456295 0.0 0.0 0.0 0.12
H -2.606870 3.411783 -3.826392 0.0 0.0 0.0 0.10
H 0.698914 -2.506594 -3.998636 0.0 -0.1 0.0 0.01
H -4.790539 1.355908 1.661492 0.0 0.0 0.0 0.10
H 0.595218 -4.242056 -3.632334 0.0 0.1 0.0 0.02
H -1.186183 -1.308103 -4.084868 0.0 0.1 -0.1 0.05
H -3.110107 -3.765533 -1.797616 0.0 0.0 -0.1 0.01
H 6.692650 0.370047 3.265435 0.0 0.0 0.0 0.08
H 4.335006 3.332296 3.335097 0.0 0.0 0.0 0.13
H -2.612914 0.725334 5.127572 0.0 0.0 0.0 0.12
H -2.082991 -4.840618 -2.772165 -0.1 0.1 0.0 0.01
H 0.228477 3.373343 -0.783971 0.0 0.0 0.0 0.09
H 7.664971 1.158372 2.004418 0.1 0.0 0.1 0.08
H -1.504607 -1.536112 5.010315 0.0 0.0 0.0 0.12
H -5.450346 -0.801478 2.690332 0.0 0.0 0.0 0.10
H -2.436509 -2.791896 0.397519 -0.1 0.0 0.0 0.05
H -0.685942 -3.959980 0.578389 0.1 0.0 0.0 -0.01
H -2.041114 2.200795 -1.778102 0.0 0.0 0.0 0.07
```
Positions in Å, forces in eV/Å.

Properties
DFT total energy   -9890.52257 Eh
HOMO-LUMO gap (spin up / spin down)   5.4 / 5.9 eV
Expectation value of S²   3.7836
Multiplicity   4
HOMO (spin up / spin down)   -5.95 / -7.42 eV
ΔE to the lowest compared entry with this formula, charge and spin   0.00 kcal per mole


Number 2 is which compound?
C33H32FIN7O4RhS2